Model w:
Here is a cluster of 2 separate species, C4H8NPS in total from the Open Molecules 2025 dataset. Energies are from ωB97M-V with the def2-TZVPD basis set.

Values from the calculation:
- E_HOMO (Ha) = -0.31384
- SMILES string = C/C=C/S.N=C=P
- LUMO (eV) = 0.7

The geometry in ORCA input format:
```
! wB97M-V def2-TZVPD RIJCOSX def2/J DEFGRID3
* xyz 0 1
C -0.56275 -0.44644 1.44778
C -1.15573 0.28283 0.26302
C -0.35502 0.69466 -0.69168
S -0.55944 1.76066 -2.06735
H -0.38833 0.38819 2.08109
H 0.47605 -0.63540 1.27772
H -1.07565 -1.17027 1.90712
H -2.16850 0.51591 0.47134
H 0.72914 0.55588 -0.72391
H -1.57531 2.64333 -1.86786
N 1.73263 -1.91999 -2.28436
C 2.35578 -1.45888 -1.37199
P 3.32647 -1.06656 -0.15852
H 1.06536 -1.47988 -2.96544
H 4.28143 -0.53278 -1.03336
*
```

Here are the Löwdin charges for atoms 1 to 2, given in e: number 1, C, carries -0.080; number 2, C, carries -0.205

Model x:
Here is an isolated molecule of C4H8NPS from the Open Molecules 2025 dataset. Energies are from ωB97M-V with the def2-TZVPD basis set.

Values from the calculation:
- E_HOMO (Ha) = -0.31186
- SMILES string = C/C=N\C(=S)CP
- LUMO (eV) = 0.0

The geometry in ORCA input format:
```
! wB97M-V def2-TZVPD RIJCOSX def2/J DEFGRID3
* xyz 0 1
C 1.57259 1.29533 0.12810
C 0.79065 1.04136 1.30665
N -0.42412 0.54813 1.30410
C -1.29459 0.43039 0.23797
S -2.24729 1.68994 -0.21348
C -1.69472 -1.11426 -0.08126
P -0.58469 -2.43775 0.61771
H 1.52960 2.36643 -0.29354
H 2.66585 1.16149 0.39747
H 1.22850 0.67527 -0.66715
H 1.16624 1.25981 2.34633
H -2.66814 -1.23446 0.25662
H -1.58696 -1.28881 -1.26738
H -1.66002 -3.37309 0.27761
H -0.85829 -1.99060 1.94550
*
```

Here are the Löwdin charges for atoms 1 to 2, given in e: number 1, C, carries -0.088; number 2, C, carries -0.201

It comes down to model x, which is 93.6 kJ/mol more stable than the next structure.

Model w:
Here is an isolated molecule of C4H12N4O from the Open Molecules 2025 dataset. Energies are from ωB97M-V with the def2-TZVPD basis set.

Values from the calculation:
- E_HOMO (Ha) = -0.32555
- SMILES string = [H]/N=C/N(N)C(C)(C)NO
- LUMO (eV) = 0.9

The geometry in ORCA input format:
```
! wB97M-V def2-TZVPD RIJCOSX def2/J DEFGRID3
* xyz 0 1
H 3.03882 -1.20023 1.21760
N 2.10132 -1.01322 0.87977
C 1.94068 0.16215 0.42115
N 0.75768 0.62925 -0.03450
N 0.82062 1.86320 -0.69793
C -0.45062 -0.22394 -0.10125
C -0.29513 -1.22083 -1.25460
C -1.69893 0.64211 -0.29594
N -0.61261 -1.00575 1.10690
O -0.82725 -0.17882 2.25507
H 2.71798 0.93203 0.34630
H 0.13887 2.51342 -0.31596
H 0.64376 1.74820 -1.69529
H 0.59765 -1.81854 -1.09055
H -0.20260 -0.69189 -2.20083
H -1.15903 -1.87840 -1.29482
H -1.69933 1.12892 -1.26831
H -1.76282 1.39205 0.48784
H -2.57194 -0.00014 -0.23277
H 0.27926 -1.47820 1.28206
H -1.75638 -0.30137 2.48607
*
```

Here are the Löwdin charges for atoms 1 to 2, given in e: number 1, H, carries 0.049; number 2, N, carries 0.067

Model x:
Here is a structure of composition C4H12N4O from the Open Molecules 2025 dataset. Energies are from ωB97M-V with the def2-TZVPD basis set.

Values from the calculation:
- E_HOMO (Ha) = -0.29551
- LUMO (eV) = 0.7

The geometry in ORCA input format:
```
! wB97M-V def2-TZVPD RIJCOSX def2/J DEFGRID3
* xyz 0 1
C -0.58457 -1.11525 -1.17378
N 0.28453 -0.66159 -0.08613
C -0.43385 -0.12045 1.35084
N 1.31469 -1.60139 0.19911
N -1.74234 0.36044 1.07779
N -0.18317 -0.77163 2.41990
H 1.46419 -2.19409 -0.61212
H 2.16880 -1.04735 0.30651
H -2.41133 -0.18271 1.61016
H -1.83681 1.34473 1.29131
H 0.66506 -1.32780 2.36376
H -1.46101 -0.47833 -1.22103
H -0.90105 -2.13887 -0.97111
H -0.03589 -1.08208 -2.11897
C 0.16752 1.87012 -1.09231
C 0.98041 0.92075 -0.24255
O 2.19718 0.88045 -0.26462
H 0.38092 1.01534 1.07419
H 0.38397 1.67164 -2.14523
H -0.89945 1.77302 -0.91045
H 0.48219 2.88505 -0.85524
*
```

Here are the Löwdin charges for atoms 1 to 2, given in e: number 1, C, carries -0.047; number 2, N, carries -0.221

Model y:
Here is a cluster of 2 separate species, C4H12N4O in total from the Open Molecules 2025 dataset. Energies are from ωB97M-V with the def2-TZVPD basis set.

Values from the calculation:
- E_HOMO (Ha) = -0.30515
- SMILES string = C/C(O)=N/N.[H]/N=C\NC
- LUMO (eV) = 0.8

The geometry in ORCA input format:
```
! wB97M-V def2-TZVPD RIJCOSX def2/J DEFGRID3
* xyz 0 1
C -1.55821 -1.88457 -0.84754
C -0.36719 -1.38816 -0.09171
O -0.58714 -1.08237 1.20976
N 0.85444 -1.56775 -0.55410
N 1.84258 -1.34296 0.33749
H -1.38758 -1.76802 -1.92143
H -2.44646 -1.31168 -0.56927
H -1.72694 -2.94114 -0.62501
H -1.49231 -0.73712 1.32750
H 2.62409 -1.98124 0.19409
H 1.51184 -1.40084 1.30563
H -1.25011 2.23161 0.88541
N -1.66617 1.84523 0.03583
C -0.73156 1.39537 -0.73451
N 0.63133 1.57500 -0.58753
C 1.25787 2.00635 0.63793
H -0.99597 1.02968 -1.74074
H 1.21560 0.96045 -1.15625
H 0.98226 1.35041 1.47071
H 0.94335 3.02293 0.89167
H 2.34628 1.98884 0.53206
*
```

Here are the Löwdin charges for atoms 1 to 2, given in e: number 1, C, carries -0.031; number 2, C, carries -0.501

Model z:
Here is a structure of composition C4H12N4O from the Open Molecules 2025 dataset. Energies are from ωB97M-V with the def2-TZVPD basis set.

Values from the calculation:
- E_HOMO (Ha) = -0.32521
- LUMO (eV) = 0.8

The geometry in ORCA input format:
```
! wB97M-V def2-TZVPD RIJCOSX def2/J DEFGRID3
* xyz 0 1
C 1.47501 0.21869 0.12784
C 2.25645 -1.06721 0.37517
C -3.15063 -0.67059 -0.56759
N 0.04834 -0.08045 0.26917
N -2.23578 -0.43233 0.54527
C -0.88148 0.75932 0.09724
N 1.80179 0.71870 -1.20708
N 1.82455 1.19877 1.14356
O -1.30106 1.80710 -0.27550
H -1.30799 -1.09597 0.67747
H -2.72441 -0.09716 1.37088
H 1.25687 1.54885 -1.41709
H 1.59949 0.02105 -1.91482
H 1.30615 2.05807 0.99117
H 2.81200 1.41620 1.07141
H 2.07354 -1.40846 1.39091
H 1.94483 -1.83707 -0.32934
H 3.31982 -0.87949 0.24129
H -2.59276 -1.13218 -1.38257
H -3.97863 -1.32922 -0.28816
H -3.54608 0.28337 -0.91923
*
```

Here are the Löwdin charges for atoms 1 to 2, given in e: number 1, C, carries -0.693; number 2, C, carries -0.044

It comes down to model z, which is 44.2 kJ/mol more stable than the next structure.